1.
Entry from the Open Molecules 2025 dataset: a 2-piece molecular cluster, C10H16O overall in a non-equilibrium geometry (the ωB97M-V functional and the def2-TZVPD basis).

XYZ file:
```
27
C10H16O the ωB97M-V functional and the def2-TZVPD basis
C -1.44 3.25 1.49
C -0.20 2.53 0.98
C 0.60 1.94 2.02
C 1.66 1.08 1.78
C 1.74 0.67 0.42
O 2.51 -0.43 0.21
C 0.88 1.07 -0.59
C 0.03 2.14 -0.33
H -2.31 2.64 1.71
H -1.74 3.95 0.69
H -1.16 3.81 2.38
H 0.29 2.39 2.96
H 2.55 0.86 2.34
H 2.79 -0.63 -0.68
H 0.94 0.63 -1.58
H -0.57 2.54 -1.14
C -1.32 -2.61 -0.04
C -0.06 -2.45 -0.88
C -0.30 -2.63 -2.38
H -2.20 -2.53 -0.68
H -1.33 -1.93 0.80
H -1.37 -3.57 0.51
H 0.44 -1.51 -0.69
H 0.71 -3.21 -0.68
H 0.03 -1.81 -3.01
H 0.15 -3.52 -2.83
H -1.33 -2.68 -2.78
```

Properties
2S+1: 1
ΔE to the lowest compared entry with this formula, charge and spin, eV: 1.991
Maximum force, Eh/bohr: 0.050
Electronic energy, eV: -12675.7339
SMILES: Cc1ccc(O)cc1.CCC

2.
Entry from the Open Molecules 2025 dataset: C36H29N10O2Sn as an isolated structure in a non-equilibrium geometry (the ωB97M-V functional and the def2-TZVPD basis).

XYZ file:
```
78
C36H29N10O2Sn the ωB97M-V functional and the def2-TZVPD basis
Sn 0.09 -0.21 0.00
C -2.73 -0.50 3.54
C -3.18 0.79 3.84
C -2.55 1.87 3.26
C -1.48 1.67 2.37
N -1.11 0.41 2.03
C -1.71 -0.63 2.63
N -0.82 2.79 1.97
C 0.18 2.96 1.19
N 0.74 2.04 0.31
C 1.84 2.61 -0.23
N 2.60 2.08 -1.16
C 3.09 0.87 -1.30
C 3.97 0.62 -2.39
C 4.77 -0.50 -2.35
C 4.70 -1.33 -1.24
C 3.70 -1.09 -0.28
N 2.88 -0.07 -0.32
C 2.03 3.97 0.29
C 3.02 4.92 0.09
C 2.88 6.12 0.77
C 1.80 6.37 1.60
C 0.81 5.40 1.81
C 0.95 4.20 1.15
H -3.18 -1.37 4.00
H -4.00 0.93 4.53
H -2.83 2.88 3.50
H -1.34 -1.61 2.36
H 4.05 1.35 -3.18
H 5.47 -0.71 -3.15
H 5.38 -2.17 -1.12
H 3.57 -1.77 0.56
H 3.86 4.73 -0.56
H 3.64 6.89 0.64
H 1.73 7.31 2.12
H -0.03 5.58 2.47
C -2.75 5.37 -1.09
C -1.85 4.67 -1.90
C -1.80 3.30 -1.84
C -2.66 2.61 -0.97
C -3.58 3.32 -0.15
C -3.62 4.69 -0.22
N -2.59 1.24 -0.95
N -3.56 0.57 -0.55
C -3.56 -0.78 -0.33
C -4.83 -1.37 -0.33
C -4.93 -2.74 -0.17
C -3.76 -3.47 -0.02
C -2.54 -2.79 0.00
N -2.42 -1.48 -0.15
H -2.81 6.45 -1.15
H -1.22 5.21 -2.59
H -1.15 2.74 -2.50
H -4.26 2.76 0.48
H -4.32 5.24 0.39
H -5.71 -0.75 -0.45
H -5.89 -3.23 -0.18
H -3.79 -4.54 0.11
H -1.61 -3.33 0.17
O 2.03 -2.78 4.08
C 2.60 -4.06 3.94
N 1.62 -5.11 3.80
C 1.03 -5.52 2.65
O 0.28 -6.47 2.57
C 1.29 -4.73 1.38
C 1.69 -5.42 0.24
C 1.83 -4.73 -0.96
C 1.47 -3.39 -0.99
N 1.04 -2.74 0.09
C 0.97 -3.39 1.26
H 1.78 -2.64 5.00
H 3.23 -4.31 4.80
H 3.22 -4.03 3.05
H 1.41 -5.69 4.60
H 1.87 -6.49 0.30
H 2.16 -5.23 -1.85
H 1.53 -2.82 -1.91
H 0.66 -2.81 2.12
```

Properties
2S+1: 1
Total charge: +3
ΔE to the lowest compared entry with this formula, charge and spin, eV: 2.748
Maximum force, Eh/bohr: 0.023
Electronic energy, eV: -62603.1375

3.
Entry from the Open Molecules 2025 dataset: the molecule C7H12 in a non-equilibrium geometry (the ωB97M-V functional and the def2-TZVPD basis).

XYZ file:
```
19
C7H12 the ωB97M-V functional and the def2-TZVPD basis
C -0.35 1.37 -2.06
C 0.12 1.16 -0.83
C -0.26 2.06 0.31
C 1.22 0.12 -0.59
C 0.84 -1.01 0.35
C -0.44 -1.29 0.62
C -0.78 -2.53 1.44
H -0.70 2.40 -2.17
H -0.39 0.64 -2.85
H -0.65 3.01 -0.08
H -0.99 1.62 0.99
H 0.57 2.39 0.94
H 2.07 0.78 -0.31
H 1.71 -0.10 -1.55
H 1.64 -1.56 0.82
H -1.15 -0.68 0.07
H -0.46 -3.31 0.76
H -1.81 -2.53 1.78
H -0.16 -2.54 2.34
```

Properties
2S+1: 1
ΔE to the lowest compared entry with this formula, charge and spin, eV: 1.850
Maximum force, Eh/bohr: 0.030
Electronic energy, eV: -7451.5818
SMILES: C=C(C)C/C=C/C

4.
Entry from the Open Molecules 2025 dataset: a 5-piece molecular cluster, C5H9Cl11 overall in a non-equilibrium geometry (the ωB97M-V functional and the def2-TZVPD basis).

XYZ file:
```
25
C5H9Cl11 the ωB97M-V functional and the def2-TZVPD basis
Cl 0.62 -0.70 3.89
C 1.44 0.89 3.74
Cl 1.47 1.46 2.01
Cl 3.15 0.86 4.36
H 1.01 1.69 4.33
Cl 4.14 -2.79 -0.30
C 3.00 -1.94 0.75
Cl 3.73 -1.83 2.43
H 2.76 -0.93 0.44
H 2.06 -2.50 0.77
Cl -0.26 -0.68 0.51
C -1.19 0.62 -0.32
Cl -1.09 0.40 -2.04
H -2.24 0.67 -0.02
H -0.72 1.56 -0.02
Cl -1.47 -3.45 -2.83
C -2.45 -3.39 -1.36
Cl -4.09 -2.70 -1.77
H -2.70 -4.42 -1.08
H -1.93 -2.92 -0.52
Cl -2.57 3.90 -1.94
C -0.94 3.87 -2.55
Cl -0.64 5.43 -3.42
H -0.21 3.82 -1.74
H -0.90 3.08 -3.31
```

Properties
2S+1: 1
ΔE to the lowest compared entry with this formula, charge and spin, eV: 0.355
Maximum force, Eh/bohr: 0.027
Electronic energy, eV: -143076.9943
SMILES: ClC(Cl)Cl.ClCCl.ClCCl.ClCCl.ClCCl